Here is the molecule ClH2NO2Si from the Open Molecules 2025 dataset. Energies are from the ωB97M-V functional and the def2-TZVPD basis.

XYZ file:
```
7
ClH2NO2Si the ωB97M-V functional and the def2-TZVPD basis
H 1.72921 -0.64881 -0.48741
O 0.10908 1.88463 -0.10423
Cl -0.56247 -2.29120 0.32008
N -0.17061 0.86982 0.50415
O -0.79057 0.94816 1.61802
H -0.60527 -0.11555 -1.45074
Si 0.29062 -0.64704 -0.39988
```

Values from the calculation:
- SMILES string: O=[N+]([O-])[SiH2]Cl
- LUMO energy: -0.29 eV
- Relative energy (zero: lowest compared OMol25 entry of this formula, charge and spin): 61.6 kJ/mol

=====

Here is a cluster of 2 separate species, ClH2NOS in total from the Open Molecules 2025 dataset. Energies are from the ωB97M-V functional and the def2-TZVPD basis.

XYZ file:
```
6
ClH2NOS the ωB97M-V functional and the def2-TZVPD basis
H 0.17305 -0.64763 -1.83124
O -0.88761 -0.98033 1.91324
S -0.29724 0.28489 1.72178
H 1.80027 -0.26213 -1.40433
N 0.83162 -0.06039 -1.38652
Cl -1.62009 1.66558 0.98707
```

Values from the calculation:
- LUMO energy (alpha / beta): -1.07 / -1.00 eV
- Relative energy (zero: lowest compared OMol25 entry of this formula, charge and spin): 244.5 kJ/mol

=====

Here is the molecule ClH2NOS2 from the Open Molecules 2025 dataset. Energies are from the ωB97M-V functional and the def2-TZVPD basis.

XYZ file:
```
7
ClH2NOS2 the ωB97M-V functional and the def2-TZVPD basis
H 0.61421 -0.22599 0.59116
O 1.19559 2.32851 0.75511
N -0.04005 0.39012 0.10449
S -1.31762 2.77752 -0.70232
H -0.62694 -0.09012 -0.49908
S 0.27602 1.84340 -0.20186
Cl 1.31697 1.92875 -2.17387
```

Values from the calculation:
- SMILES string: N[S@](=O)(=S)Cl
- LUMO energy: -0.65 eV
- Relative energy (zero: lowest compared OMol25 entry of this formula, charge and spin): 20.6 kJ/mol

=====

Here is a structure of composition ClH2O2PS2 from the Open Molecules 2025 dataset. Energies are from the ωB97M-V functional and the def2-TZVPD basis.

XYZ file:
```
8
ClH2O2PS2 the ωB97M-V functional and the def2-TZVPD basis
S -0.29215 1.28367 0.47618
O -0.13972 -1.12609 -0.93625
H -0.89782 -0.07656 2.53311
H -1.55848 -1.24853 0.78157
P -0.33238 -0.63605 1.40874
Cl 2.44473 0.34323 -0.86375
O 0.27864 1.11392 -2.28704
S 0.49717 0.34641 -1.11256
```

Values from the calculation:
- LUMO energy: -0.63 eV
- Relative energy (zero: lowest compared OMol25 entry of this formula, charge and spin): 426.2 kJ/mol

=====

Here is a structure of composition ClH2O2PS2 from the Open Molecules 2025 dataset. Energies are from the ωB97M-V functional and the def2-TZVPD basis.

XYZ file:
```
8
ClH2O2PS2 the ωB97M-V functional and the def2-TZVPD basis
Cl 0.04300 -0.44081 -2.22099
H 1.66459 -0.73621 0.74852
O -0.73952 -0.41880 1.54471
S -0.12892 1.58582 -0.51216
S -1.29310 -0.58125 -3.62759
O 1.70516 0.06225 1.34772
H -1.57138 -0.29492 1.17992
P 0.32017 0.82392 1.53987
```

Values from the calculation:
- LUMO energy (alpha / beta): -3.36 / -3.36 eV
- Relative energy (zero: lowest compared OMol25 entry of this formula, charge and spin): 391.5 kJ/mol

=====

Here is a structure of composition ClH2O3S2 from the Open Molecules 2025 dataset. Energies are from the ωB97M-V functional and the def2-TZVPD basis.

XYZ file:
```
8
ClH2O3S2 the ωB97M-V functional and the def2-TZVPD basis
S 2.05783 0.11482 -0.55462
S -0.74608 0.52047 -0.64610
Cl -0.25541 -2.01980 -0.25947
O 0.55376 -0.49560 -1.07525
H 2.22868 -0.19320 0.81655
H -2.10717 0.45261 1.06543
O -0.24570 1.88774 -0.05382
O -1.48592 -0.26704 0.70729
```

Values from the calculation:
- LUMO energy: 3.39 eV
- Net charge: -1

=====

Here is a cluster of 2 separate species, ClH2PS in total from the Open Molecules 2025 dataset. Energies are from the ωB97M-V functional and the def2-TZVPD basis.

XYZ file:
```
5
ClH2PS the ωB97M-V functional and the def2-TZVPD basis
H 1.59846 -1.00578 -0.36833
Cl -3.10766 -0.43449 -0.40085
S -0.61511 0.28787 1.11068
H 1.49669 1.07082 0.17839
P 0.62762 0.08158 -0.51990
```

Values from the calculation:
- LUMO energy (alpha / beta): -3.83 / -3.82 eV
- Relative energy (zero: lowest compared OMol25 entry of this formula, charge and spin): 330.5 kJ/mol

=====

Here is a cluster of 2 separate species, ClH2PS in total from the Open Molecules 2025 dataset. Energies are from the ωB97M-V functional and the def2-TZVPD basis.

XYZ file:
```
5
ClH2PS the ωB97M-V functional and the def2-TZVPD basis
H -1.05170 -3.27751 -1.51657
H 1.38396 1.99055 0.82884
Cl 0.13882 1.86994 1.20364
P -2.21016 -2.77727 -1.06980
S -2.34555 -1.03495 -1.84895
```

Values from the calculation:
- SMILES string: P=S.Cl
- LUMO energy: -1.45 eV
- Relative energy (zero: lowest compared OMol25 entry of this formula, charge and spin): 121.9 kJ/mol

=====

Here is a cluster of 19 separate species, ClH36O22 in total from the Open Molecules 2025 dataset. Energies are from the ωB97M-V functional and the def2-TZVPD basis.

XYZ file:
```
59
ClH36O22 the ωB97M-V functional and the def2-TZVPD basis
O 0.91668 0.85325 -0.90724
H 1.78268 3.09025 -2.53524
H -1.60532 2.36325 2.71876
O 3.68368 -0.01375 0.48576
Cl 0.05868 0.20825 0.15876
O 1.12068 -2.78175 2.03776
H 3.11568 -0.78275 0.25376
O 3.55068 0.80625 -2.11824
H 1.76168 -0.15075 2.73676
O 1.72868 2.46325 -3.20724
H 1.84268 -2.44175 0.39476
H 3.16968 -0.65475 3.18676
O -0.37232 -0.36175 4.41376
O -1.67732 -2.17375 -2.43224
H 1.68068 -3.19475 2.70376
H 3.24968 0.50225 -1.26424
H -2.11032 0.94325 -2.14524
H -0.35432 -1.32475 4.31576
H 0.21968 -2.92775 2.32676
H 2.36668 2.90325 -3.80324
H -4.54132 1.64625 0.62176
H 0.16868 1.23625 -2.93424
O -3.54832 -1.39075 -0.28624
H -3.29932 1.68125 -0.20024
H 2.23668 -0.82775 -2.51524
H -0.70032 -3.82275 -0.51524
H -3.04632 -0.73075 -0.74224
H 2.86668 1.37625 -2.44124
H 1.79268 -2.31975 -1.16024
O 2.39468 -2.39475 -0.37124
O -1.33732 3.31525 -0.81724
H -1.15832 -1.70975 -1.78724
H 0.71868 -0.70375 -2.41424
O -0.43232 -1.08675 -0.39124
O -2.52332 2.36625 2.93776
H -1.05232 3.24725 -1.72924
H 1.70768 2.36325 1.81376
H -1.63032 -0.22175 1.83676
O -2.23532 -0.78775 2.31776
O -3.71432 2.08925 0.56376
H 3.00068 0.63825 0.62976
O 2.54068 2.52425 1.35876
H -1.43832 2.44625 -0.50724
O 0.06668 -4.16075 -0.91724
O -0.70532 0.84725 -3.03324
H -2.88532 2.00225 2.16476
O 0.92068 -0.02775 1.36576
H -1.92332 -2.97675 -2.00924
H -3.07832 -1.54575 0.55276
H 0.46568 -4.40775 -0.05224
H -0.60832 0.22425 -3.72724
H 2.27668 2.92525 0.56776
H -1.98932 -0.62075 3.21676
H 0.48068 -0.13475 4.02376
O 1.42568 -1.23175 -2.73324
H -3.67032 0.99725 -2.34824
O -1.11332 1.09325 0.56876
O -2.94632 0.88025 -1.69124
O 2.38568 -0.12275 3.46376
```

Values from the calculation:
- LUMO energy: 1.99 eV
- Net charge: -1
- Relative energy (zero: lowest compared OMol25 entry of this formula, charge and spin): 74.4 kJ/mol

=====

Here is a cluster of 20 separate species, ClH38O23 in total from the Open Molecules 2025 dataset. Energies are from the ωB97M-V functional and the def2-TZVPD basis.

XYZ file:
```
62
ClH38O23 the ωB97M-V functional and the def2-TZVPD basis
H -4.41110 0.60238 0.03361
H 2.95110 -2.13449 1.47337
O 1.61884 -1.32737 -2.67022
O -0.56035 0.70094 -1.00558
H -0.24351 0.89784 -2.65171
H -1.05264 4.54015 -1.26949
H -1.67452 -1.62344 -2.34417
H 3.81237 -1.14350 0.62988
H 3.25811 1.86000 1.83780
H 1.03955 -0.98605 1.91120
H -2.89533 3.38730 0.26729
H 0.74049 -1.23949 3.45894
H -1.97763 -3.16981 2.35791
O 2.74725 -3.15149 -1.21430
H -0.79408 -3.35844 -1.92785
O 3.78952 -1.72455 1.37211
O -2.96519 -1.99820 0.24526
H -2.09655 0.23835 2.48557
O -1.05134 3.60184 -1.31304
H 3.61076 -3.55107 -1.25522
H 0.87080 3.05814 -0.90883
H 2.51622 2.59614 0.68738
H 1.63349 -1.61112 -3.57414
H 2.24948 -3.99775 2.10949
H -2.78616 0.09188 3.90857
H -2.66812 1.83077 0.36962
H 2.10591 -1.95543 -2.12788
H -1.43600 -1.90334 1.81094
H 0.32529 -2.33772 -1.84859
Cl -0.01209 0.37611 0.33025
O -1.11664 -2.69464 2.18817
O -1.13161 -0.16070 1.13761
H 1.23841 -2.92086 1.76074
H -3.24769 1.42631 -1.79317
O 3.35547 2.45324 1.11517
H 1.10059 4.05265 2.34132
O -2.93013 0.13262 2.95089
H -1.39436 3.40764 -0.41445
H -2.26746 2.54265 -2.13029
H 1.72699 3.56275 -1.97265
H 2.74864 -0.25553 -0.43863
O -3.56559 0.44937 -0.36026
H 0.88465 1.23965 -3.36491
H -2.48246 -0.28997 -2.33797
H 2.52462 -3.21205 -0.27286
O 1.75354 -3.59943 1.33598
H 3.58358 0.91936 0.24907
O 1.01263 3.64415 3.19424
O -2.92675 1.94466 -2.51803
O -0.06925 1.25268 -3.54132
H 0.89082 2.70420 3.01225
O 3.60133 0.15843 -0.40951
O 1.40489 -1.22685 2.76829
O -0.56018 -2.51638 -1.55655
O -2.37337 2.71924 0.71719
O 0.52313 1.63905 0.92702
O 1.03278 -0.66998 0.22059
H -2.26730 -2.33053 -0.30852
O 1.74904 3.02142 -1.18121
O -2.46375 -1.18206 -2.74230
H -3.72139 -2.49383 0.08207
H -3.25778 -0.28581 0.16389
```

Values from the calculation:
- LUMO energy: 2.33 eV
- Net charge: -1
- Relative energy (zero: lowest compared OMol25 entry of this formula, charge and spin): 66.9 kJ/mol

=====

Here is a cluster of 20 separate species, ClH38O23 in total from the Open Molecules 2025 dataset. Energies are from the ωB97M-V functional and the def2-TZVPD basis.

XYZ file:
```
62
ClH38O23 the ωB97M-V functional and the def2-TZVPD basis
H 2.72335 -0.61826 -3.55105
H 4.06509 1.52903 -0.79557
O -3.98135 -0.64118 0.38962
O -1.90753 -3.04418 1.54550
O 0.40280 -3.15870 3.34555
H 1.20646 -3.22807 3.87093
H -2.85466 -3.19335 1.51468
H -1.50656 2.10393 2.67444
H -0.43990 -0.25643 -3.16589
H -0.63296 -3.72000 0.53368
O -1.35441 0.01756 0.33939
O -0.01346 -0.59942 -3.94106
H -2.60030 1.09512 -1.87178
H 0.67399 -2.60573 2.65275
H -1.77693 -2.40363 2.23510
H 3.07862 -0.98812 1.85264
O 0.53686 -3.37789 -2.78637
H 4.06735 -1.03902 -0.01182
H -2.57986 -0.68092 3.56684
H -2.72992 2.49927 -0.33297
H -1.07280 3.67411 0.69569
O -1.95134 0.95051 -2.54193
O 2.00323 1.55729 3.32425
H -4.06492 0.17961 -0.07916
O -1.84813 -2.03755 -1.56799
H 1.40891 -3.28429 -2.47700
H 1.45937 2.69210 -1.76470
H -0.55059 2.36044 0.08265
O 2.83934 -0.14772 -2.70275
H -0.53783 1.11789 2.08697
Cl 0.12228 -0.17480 0.30003
H 1.48501 4.44595 0.05649
H 1.05274 1.31269 3.46171
H -3.98131 2.86680 -1.06124
H -1.20716 -1.38488 -1.29288
H 2.65618 1.91580 -0.16497
H 2.74703 0.12719 3.00304
H -3.06479 -0.85394 0.39879
O 3.16158 -1.42586 0.02213
O 3.15534 -0.73895 2.80920
H 2.02187 1.93133 2.45549
O -3.60009 2.16428 -0.53455
H -1.11990 -0.76849 3.43664
H 0.37669 3.88512 -0.84980
O -0.64987 1.73279 2.78005
H 0.28106 2.48146 -2.55047
H -2.42861 -1.57345 -2.18775
O 0.54985 -0.89969 -0.98444
O -1.85218 -1.28015 3.80342
H -2.42907 0.95324 -3.40528
O -1.24719 3.05483 -0.02249
O 0.54380 -0.95756 1.49409
O 0.30172 -3.82889 0.13594
H -0.71738 -1.10376 -4.40293
O 1.18583 4.41389 -0.85588
H 2.61601 -1.17720 -0.70626
O 0.80245 1.19955 0.39629
H 0.34254 -3.08213 -0.44029
H 1.99299 0.35860 -2.64138
O 3.57188 2.13445 -0.22633
H 0.13493 -2.54539 -2.97785
O 1.13386 2.06478 -2.36918
```

Values from the calculation:
- LUMO energy: 1.71 eV
- Net charge: -1
- Relative energy (zero: lowest compared OMol25 entry of this formula, charge and spin): 68.2 kJ/mol

=====

Here is a cluster of 2 separate species, ClH3N2S in total from the Open Molecules 2025 dataset. Energies are from the ωB97M-V functional and the def2-TZVPD basis.

XYZ file:
```
7
ClH3N2S the ωB97M-V functional and the def2-TZVPD basis
N -1.68002 0.45114 0.53171
H 0.48804 -1.82755 -0.26499
H 1.77405 -1.28886 -1.13396
Cl 0.73711 2.16036 0.09584
H -1.89571 0.91208 1.48329
N 1.23058 -1.15101 -0.24263
S -0.65405 0.74384 -0.46925
```

Values from the calculation:
- LUMO energy (alpha / beta): -0.48 / -0.41 eV
- Relative energy (zero: lowest compared OMol25 entry of this formula, charge and spin): 207.6 kJ/mol

=====

Here is the molecule ClH3N2S from the Open Molecules 2025 dataset. Energies are from the ωB97M-V functional and the def2-TZVPD basis.

XYZ file:
```
7
ClH3N2S the ωB97M-V functional and the def2-TZVPD basis
N 0.56636 1.34778 0.20419
Cl -2.13777 -0.27346 -0.01118
H -0.14135 -1.70797 0.04462
H 1.00653 -0.90077 0.79128
N 0.67025 -1.11717 -0.10467
H 0.07644 2.37803 -0.21877
S -0.04046 0.27356 -0.70548
```

Values from the calculation:
- LUMO energy: -0.31 eV
- Relative energy (zero: lowest compared OMol25 entry of this formula, charge and spin): 28.9 kJ/mol

=====

Here is a structure of composition ClH3O3SSi from the Open Molecules 2025 dataset. Energies are from the ωB97M-V functional and the def2-TZVPD basis.

XYZ file:
```
9
ClH3O3SSi the ωB97M-V functional and the def2-TZVPD basis
O -0.16475 0.26342 -0.86416
Cl 2.42724 0.81681 0.18483
S 1.17654 -0.63974 -0.55546
O 1.81037 -1.00732 -1.77210
H -1.25088 1.69670 1.24265
H -2.56904 0.69169 -0.34021
H -1.09112 -0.70761 1.19922
O 0.94769 -1.57633 0.46328
Si -1.28606 0.46239 0.44195
```

Values from the calculation:
- LUMO energy: -0.02 eV
- Relative energy (zero: lowest compared OMol25 entry of this formula, charge and spin): 214.6 kJ/mol

=====

Here is a cluster of 2 separate species, ClH3P2 in total from the Open Molecules 2025 dataset. Energies are from the ωB97M-V functional and the def2-TZVPD basis.

XYZ file:
```
6
ClH3P2 the ωB97M-V functional and the def2-TZVPD basis
P 2.08098 -0.42410 -0.47132
P 0.61953 0.20067 0.72561
H 2.65977 -1.50110 0.19613
Cl -3.04441 0.29181 0.52999
H -2.23363 0.67110 -0.61829
H -0.08225 0.76161 -0.36211
```

Values from the calculation:
- LUMO energy: -1.07 eV
- Relative energy (zero: lowest compared OMol25 entry of this formula, charge and spin): 111.5 kJ/mol

=====

In eV, the E values for the records above are, in order, -26015.6245 -26924.4248 -37761.5690 -47606.9090 -47607.2680 -40363.2990 -32675.8407 -32678.0027 -58147.7160 -60227.9751 -60227.9609 -26382.9521 -26384.8051 -37425.9993 -31146.7051.
In eV Å⁻¹, the maximum force values for the records above are, in order, 5.12 3.72 5.31 6.74 3.43 10.09 2.61 2.57 3.78 3.12 4.08 5.15 4.53 2.90 3.60.